C21H18N10O4RuS2 | the ωB97M-V functional and the def2-TZVPD basis

Last column: Löwdin charge in e.
Cartesian coordinates (Å):
Ru (-0.814, -0.277, 1.213)  1.35
S (-1.865, -0.463, 3.554)  0.66
S (-0.640, 2.459, -1.135)  0.48
O (-1.153, 3.179, 0.032)  -0.32
O (-0.809, 1.001, -0.902)  -0.37
O (-1.058, 2.897, -2.413)  -0.21
O (0.967, 2.735, -1.178)  -0.14
N (-2.136, -4.659, -0.325)  0.10
N (-3.435, 1.614, 4.437)  0.06
N (-1.530, -2.117, 0.650)  -0.09
N (0.586, 1.242, 1.578)  -0.03
N (-3.188, 1.582, 2.345)  -0.08
N (-2.717, 1.200, 1.093)  0.06
N (0.763, -0.990, 0.288)  -0.05
N (1.841, 3.656, 0.828)  0.17
N (5.564, -2.657, -4.595)  0.08
N (-4.141, 2.690, 3.970)  0.15
C (1.168, 3.550, 1.908)  -0.10
C (-1.002, -4.091, -0.612)  -0.06
C (0.421, 2.370, 2.259)  -0.05
C (-4.502, 3.635, 1.700)  0.02
C (3.625, -1.978, -2.681)  -0.17
C (1.850, 2.515, -0.061)  -0.29
C (-2.696, -2.731, 0.964)  -0.13
C (0.589, -2.148, -0.420)  -0.18
C (2.597, -1.628, -1.677)  -0.11
C (1.689, -0.057, -0.091)  -0.21
C (5.230, -1.392, -4.358)  -0.12
C (1.582, -2.493, -1.370)  0.07
C (-3.977, 2.666, 2.686)  -0.30
C (4.935, -3.586, -3.879)  -0.12
C (-2.996, -3.967, 0.475)  -0.11
C (1.472, 1.219, 0.564)  -0.12
C (-0.631, -2.806, -0.149)  -0.18
C (2.612, -0.331, -1.051)  0.08
C (3.971, -3.305, -2.925)  -0.01
C (-2.836, 0.920, 3.474)  -0.75
C (4.285, -1.003, -3.422)  -0.01
H (5.220, -4.614, -4.072)  0.11
H (3.536, -4.121, -2.365)  0.11
H (-0.311, -4.652, -1.232)  0.12
H (3.351, 0.408, -1.321)  0.12
H (-3.366, -2.194, 1.621)  0.09
H (1.482, -3.425, -1.907)  0.12
H (-3.934, -4.444, 0.719)  0.11
H (5.743, -0.643, -4.950)  0.11
H (2.831, 2.467, -0.533)  0.16
H (-3.485, 0.875, 0.510)  0.14
H (-5.031, 3.126, 0.894)  0.10
H (-0.291, 2.358, 3.072)  0.11
H (-3.687, 4.210, 1.258)  0.10
H (4.059, 0.049, -3.319)  0.11
H (-2.255, 2.018, 0.646)  0.04
H (-5.189, 4.310, 2.204)  0.10
H (-3.417, 1.414, 5.425)  0.17
H (1.124, 4.407, 2.572)  0.13

Properties
E_LUMO (alpha / beta): -4.204 / -5.786 eV
2S+1: 6
⟨S²⟩: 8.82
Frontier orbital gap (alpha / beta): 5.09 / 6.36 eV
F_max: 0.39 eV Å⁻¹
Energy relative to the best compared isomer or geometry (same formula, charge and spin): 35.7 kcal per mole
E_HOMO (alpha / beta): -0.3416 / -0.4464 Ha
Molar mass: 639.64 g mol⁻¹
Total charge: +1

=====

C21H18N2O2 | the ωB97M-V functional and the def2-TZVPD basis

Last column: Löwdin charge in e.
Cartesian coordinates (Å):
O (1.141, -1.456, -0.119)  0.07
O (-1.268, 0.225, 0.095)  0.10
N (-0.813, -2.470, -0.651)  0.07
N (-0.026, 0.359, 1.991)  0.16
C (0.616, 2.572, -0.635)  -0.09
C (-1.100, -3.609, -2.774)  -0.17
C (-0.782, -2.332, 4.382)  -0.08
C (0.515, 4.925, 0.017)  -0.03
C (-0.638, -2.363, -2.085)  -0.19
C (0.917, 3.935, -0.903)  -0.16
C (-0.277, -0.923, 2.498)  -0.17
C (1.617, 4.259, -2.084)  -0.04
C (0.066, -1.919, 0.212)  -0.48
C (-0.368, -4.304, -3.623)  0.01
C (-0.877, -3.429, 3.542)  -0.08
C (1.058, 1.582, -1.538)  0.00
C (1.736, 1.933, -2.672)  -0.06
C (-0.152, 4.589, 1.161)  -0.07
C (2.011, 3.280, -2.952)  -0.08
C (-0.649, -3.277, 2.186)  -0.02
C (-0.096, 2.256, 0.550)  -0.09
C (-0.336, -2.033, 1.652)  -0.07
C (-0.490, -1.085, 3.863)  -0.01
C (-0.459, 3.247, 1.429)  -0.03
C (-0.519, 0.848, 0.818)  -0.42
H (0.745, 5.959, -0.200)  0.11
H (1.840, 5.298, -2.284)  0.11
H (-2.109, -3.920, -2.534)  0.10
H (-0.456, 5.350, 1.864)  0.10
H (0.479, 0.996, 2.591)  0.15
H (0.425, -2.185, -2.263)  0.12
H (-0.426, -0.225, 4.515)  0.11
H (0.638, -4.011, -3.873)  0.06
H (-0.685, -4.135, 1.530)  0.12
H (2.546, 3.537, -3.855)  0.10
H (-1.206, -1.500, -2.461)  0.13
H (-0.940, -2.447, 5.444)  0.10
H (2.072, 1.170, -3.358)  0.10
H (-1.113, -4.402, 3.944)  0.10
H (-0.743, -5.188, -4.111)  0.05
H (0.871, 0.544, -1.312)  0.09
H (-1.749, -2.653, -0.322)  0.15
H (-1.015, 3.001, 2.323)  0.12

Properties
E_LUMO: 0.478 eV
SMILES: C=CCNC(=O)c1ccccc1NC(=O)c1cccc2ccccc12
Frontier orbital gap: 8.77 eV
F_max: 0.44 eV Å⁻¹
Energy relative to the best compared isomer or geometry (same formula, charge and spin): 2.3 kcal per mole
E_HOMO: -0.3048 Ha
Molar mass: 330.39 g mol⁻¹
Total charge: 0

=====

C21H18N2O8PtS | the ωB97M-V functional and the def2-TZVPD basis

Last column: Löwdin charge in e.
Cartesian coordinates (Å):
Pt (0.284, 0.014, -0.033)  1.47
S (-0.233, 1.147, -2.033)  0.90
O (-0.637, 1.448, 0.954)  -0.19
O (-1.449, -0.912, -0.359)  -0.17
O (6.038, 3.773, 1.025)  -0.02
O (4.500, 5.010, 2.158)  -0.01
O (-0.250, 3.024, 2.476)  0.15
O (0.637, -0.795, 1.748)  -0.19
O (-2.355, -2.343, -1.818)  0.13
O (0.217, -2.947, 1.210)  0.08
N (1.884, 1.213, 0.341)  -0.08
N (0.987, -1.659, -1.022)  -0.01
C (2.534, -3.250, -1.931)  -0.13
C (4.425, -2.436, -0.050)  -0.03
C (1.496, -3.754, -2.746)  0.04
C (-0.364, 2.889, -1.607)  -0.29
C (0.394, -2.076, 2.029)  -0.62
C (4.075, 2.082, 0.116)  0.04
C (0.463, -2.317, 3.512)  0.02
C (0.220, -3.301, -2.575)  0.04
C (2.236, -2.219, -1.012)  -0.18
C (3.839, -3.799, -1.942)  -0.01
C (3.187, -1.858, -0.035)  -0.03
C (1.603, 2.168, 1.252)  -0.17
C (0.158, 2.252, 1.656)  -0.55
C (3.817, 3.048, 1.081)  -0.05
C (2.544, 3.091, 1.643)  0.10
C (4.921, 4.071, 1.473)  -0.69
C (1.261, 1.173, -3.034)  -0.31
C (3.093, 1.186, -0.238)  -0.12
C (-1.403, -1.829, -1.297)  -0.58
C (0.006, -2.250, -1.679)  -0.18
C (4.769, -3.390, -1.033)  -0.05
H (1.558, 0.142, -3.218)  0.05
H (5.144, -2.171, 0.713)  0.12
H (0.615, -3.376, 3.702)  0.09
H (1.717, -4.545, -3.452)  0.13
H (1.250, -1.721, 3.967)  0.09
H (-0.539, 3.436, -2.530)  0.06
H (2.903, -1.176, 0.753)  0.10
H (1.021, 1.652, -3.981)  0.06
H (-1.215, 2.994, -0.939)  0.06
H (-0.487, -2.006, 3.948)  0.10
H (0.547, 3.233, -1.121)  0.06
H (2.291, 3.868, 2.353)  0.14
H (4.069, -4.571, -2.666)  0.12
H (2.054, 1.718, -2.530)  0.04
H (5.760, -3.822, -1.034)  0.11
H (-0.640, -3.713, -3.081)  0.13
H (3.257, 0.420, -0.982)  0.10
H (5.061, 2.051, -0.328)  0.13

Properties
E_LUMO: -1.966 eV
Frontier orbital gap: 6.26 eV
F_max: 0.53 eV Å⁻¹
Energy relative to the best compared isomer or geometry (same formula, charge and spin): 0.7 kcal per mole
E_HOMO: -0.3021 Ha
Molar mass: 653.53 g mol⁻¹
Total charge: 0

=====

C21H18N4O2 | the ωB97M-V functional and the def2-TZVPD basis

Last column: Löwdin charge in e.
Cartesian coordinates (Å):
O (-1.824, -2.774, 1.986)  0.05
O (-2.333, 2.808, 1.467)  0.12
N (-3.674, 1.667, -2.943)  0.16
N (0.940, 2.250, 2.232)  0.04
N (-0.252, 2.765, 2.547)  0.13
N (-4.133, 3.232, 0.189)  0.18
C (2.047, -0.146, -0.338)  0.00
C (-2.492, -3.288, -0.076)  -0.02
C (-2.676, -4.416, 0.755)  -0.06
C (-3.085, 1.782, -1.961)  -0.22
C (2.137, 0.961, 0.504)  -0.15
C (-1.033, 1.182, -0.668)  -0.17
C (4.536, 0.882, 0.280)  -0.04
C (-0.355, 1.675, 0.565)  -0.07
C (-2.369, 1.910, -0.768)  -0.13
C (-1.960, -2.301, 0.720)  -0.25
C (-1.034, 2.428, 1.539)  -0.28
C (-2.928, 2.596, 0.264)  -0.29
C (-1.579, -0.929, 0.511)  0.03
C (4.449, -0.222, -0.560)  -0.28
C (3.187, -0.725, -0.859)  -0.03
C (-2.250, -4.045, 1.993)  -0.12
C (-1.396, -0.976, -1.988)  -0.04
C (-1.329, -0.311, -0.651)  -0.25
C (5.679, -0.840, -1.147)  -0.05
C (0.942, 1.578, 1.051)  -0.13
C (3.402, 1.467, 0.807)  -0.03
H (5.885, -0.401, -2.124)  0.09
H (5.507, 1.290, 0.523)  0.11
H (1.701, 2.343, 2.883)  0.16
H (3.098, -1.585, -1.506)  0.12
H (-3.073, -5.368, 0.468)  0.10
H (-4.767, 2.953, -0.540)  0.10
H (-2.204, -4.573, 2.925)  0.12
H (3.499, 2.338, 1.439)  0.11
H (-0.423, 1.411, -1.551)  0.16
H (6.544, -0.667, -0.511)  0.08
H (-4.526, 3.545, 1.060)  0.11
H (-0.775, -0.450, -2.712)  0.08
H (5.548, -1.911, -1.283)  0.08
H (-1.470, -0.377, 1.436)  0.13
H (-2.758, -3.219, -1.109)  0.10
H (1.079, -0.565, -0.562)  0.10
H (-2.418, -0.966, -2.367)  0.09
H (-1.063, -2.009, -1.920)  0.08

Properties
E_LUMO: 0.673 eV
SMILES: C/C(=C\c1ccco1)[C@H]1C(C#N)=C(N)Oc2n[nH]c(-c3ccc(C)cc3)c21
Frontier orbital gap: 8.47 eV
F_max: 1.56 eV Å⁻¹
Energy relative to the best compared isomer or geometry (same formula, charge and spin): 43.8 kcal per mole
E_HOMO: -0.2864 Ha
Molar mass: 358.40 g mol⁻¹
Total charge: 0